This record from the OMol25 dataset describes 2 unconnected molecules or ions with the total composition C4H11NO2. The level of theory is ωB97M-V/def2-TZVPD.

```
18
Properties=species:S:1:pos:R:3:forces:R:3:nbo_charge:R:1
C 1.552 -1.034 -0.825 -1.46 2.24 -1.40 -0.778
C 2.247 -1.757 0.261 -0.08 -1.05 -1.88 0.786
O 2.137 -3.096 0.216 -0.16 -1.17 0.47 -0.686
O 2.989 -1.263 1.032 0.64 0.79 1.25 -0.543
H 1.624 0.045 -0.659 0.06 -0.15 0.39 0.241
H 0.482 -1.198 -0.996 -0.02 -0.46 0.74 0.237
H 1.886 -1.081 -1.866 0.88 -0.85 0.34 0.253
C -1.008 1.412 0.615 -0.31 -1.46 0.24 -0.219
C -2.058 0.265 0.510 -0.17 1.57 0.29 -0.625
N -1.182 2.338 -0.485 0.24 0.91 -0.29 -0.846
H -1.087 1.784 1.643 0.14 0.57 -0.21 0.172
H -0.015 0.971 0.539 0.04 0.10 -0.06 0.181
H -2.941 0.611 1.058 -0.01 -0.35 0.07 0.199
H -1.702 -0.660 0.952 -0.07 -0.21 -0.20 0.205
H 1.489 -3.472 -0.399 0.14 0.64 0.05 0.489
H -1.720 3.169 -0.282 -0.45 -0.24 0.34 0.358
H -0.305 2.736 -0.787 0.31 -0.24 -0.02 0.357
H -2.387 0.231 -0.526 0.27 -0.64 -0.12 0.219
```
Forces are in eV/Å.

## Properties
- ΔE to the lowest compared entry with this formula, charge and spin (kJ/mol) = 114.5
- lowest unoccupied orbital energy (eV) = 0.56
- structure (SMILES) = CC(=O)O.CCN

---

This record from the OMol25 dataset describes a single C2H2F2O molecule. The level of theory is ωB97M-V/def2-TZVPD.

```
7
Properties=species:S:1:pos:R:3:forces:R:3:nbo_charge:R:1
C 0.094 0.755 -0.035 -0.43 -2.27 0.99 0.378
C 0.044 -0.687 0.008 3.83 -1.47 -1.25 0.400
O 0.063 0.019 1.195 -1.41 -0.37 0.16 -0.467
F -1.032 1.293 -0.435 -0.94 1.31 -0.13 -0.302
F -1.031 -1.277 -0.476 -1.86 -0.36 0.26 -0.317
H 0.959 1.302 -0.015 1.71 1.80 -0.84 0.162
H 0.903 -1.405 -0.241 -0.90 1.36 0.81 0.146
```
Forces are in eV/Å.

## Properties
- ΔE to the lowest compared entry with this formula, charge and spin (kJ/mol) = 94.7
- lowest unoccupied orbital energy (eV) = 1.02
- structure (SMILES) = F[C@@H]1O[C@@H]1F

---

This record from the OMol25 dataset describes a gas-phase ion, C3H6NO2S2 (charge -1). The level of theory is ωB97M-V/def2-TZVPD.

```
14
Properties=species:S:1:pos:R:3:forces:R:3:nbo_charge:R:1
C 1.645 -0.801 0.923 -5.11 -1.65 -3.13 -0.108
C -1.153 1.328 0.338 1.00 -1.67 2.15 -0.628
C 0.198 0.875 -0.361 -2.31 -0.32 -1.54 -0.254
N 0.586 -0.494 -0.088 4.10 -0.76 3.31 -0.646
O 0.147 -2.951 -1.310 0.73 -0.33 0.31 -0.997
O -1.274 -1.101 -1.850 -0.43 0.69 -0.24 -1.015
S 2.415 0.203 1.933 0.65 0.76 0.28 -0.236
S -0.684 -1.885 -0.777 -0.04 -0.07 0.31 1.665
H 1.678 -1.951 1.098 0.14 1.98 -0.73 0.194
H -1.012 2.309 0.782 -0.29 0.38 -0.36 0.193
H -2.009 1.221 -0.285 -0.54 0.31 -0.73 0.213
H -1.425 0.682 1.261 0.79 0.69 -1.41 0.203
H 0.002 0.894 -1.484 0.15 0.09 1.31 0.213
H 0.886 1.670 -0.180 1.17 -0.11 0.46 0.202
```
Forces are in eV/Å.

## Properties
- ΔE to the lowest compared entry with this formula, charge and spin (kJ/mol) = 155.3
- lowest unoccupied orbital energy (eV) = 3.44
- net charge = -1